{
  "formula": "C25H24N4O3S",
  "method": "ωB97M-V with the def2-TZVPD basis set",
  "smiles": "CCOC(=O)C1=C(CSc2nc(CC)c(C)cc2C#N)OC(N)=C(C#N)[C@@H]1c1ccccc1",
  "total_energy_ev": -49252.8616,
  "lumo_energy_ev": 0.0453,
  "largest_force_ev_per_a": 1.22,
  "orbital_gap_ha": 0.315,
  "de_lowest_kj_mol": 164.98,
  "homo_energy_ev": -8.523,
  "species": ["C", "C", "H", "H", "O", "C", "O", "C", "C", "O", "C", "C", "C", "N", "C", "C", "C", "C", "C", "C", "C", "H", "H", "H", "H", "H", "H", "N", "H", "H", "C", "H", "H", "S", "C", "N", "C", "C", "C", "C", "C", "N", "H", "C", "H", "H", "H", "C", "H", "H", "C", "H", "H", "H", "H", "H", "H"],
  "xyz": [[-5.49527, -2.23424, -1.01705], [-4.27902, -2.38342, -0.11413], [-4.57185, -2.46768, 0.93445], [-3.69245, -3.25906, -0.41025], [-3.44234, -1.22886, -0.16831], [-2.56070, -1.17044, -1.17140], [-2.46382, -2.02036, -2.02753], [-1.75863, 0.06447, -1.11802], [-0.70409, 0.23810, -1.93597], [-0.01693, 1.41163, -2.02598], [-0.46962, 2.48842, -1.32762], [-1.48866, 2.42086, -0.44123], [-1.94379, 3.57825, 0.19756], [-2.33202, 4.53707, 0.70052], [-2.12790, 1.09821, -0.07756], [-1.63102, 0.62183, 1.27502], [-0.26893, 0.45396, 1.48784], [0.19985, -0.00712, 2.70388], [-0.68980, -0.30133, 3.72275], [-2.04773, -0.12407, 3.52088], [-2.51654, 0.33564, 2.30305], [-3.57655, 0.46894, 2.14630], [-2.74502, -0.34645, 4.31515], [-0.32505, -0.66575, 4.67157], [1.26178, -0.13884, 2.85455], [0.43128, 0.68732, 0.69845], [-3.21666, 1.20987, -0.03194], [0.25662, 3.61343, -1.60729], [-0.13100, 4.48884, -1.29568], [0.74720, 3.62129, -2.48691], [-0.11142, -0.79478, -2.83424], [0.77138, -0.38723, -3.32355], [-0.83541, -1.17385, -3.55384], [0.38372, -2.27985, -1.89024], [1.61096, -1.59500, -0.84315], [2.02017, -0.36442, -1.07677], [2.93495, 0.20285, -0.30187], [3.50914, -0.46514, 0.78769], [3.08279, -1.76253, 1.03542], [2.12106, -2.35769, 0.22367], [1.66373, -3.66476, 0.48272], [1.30441, -4.72749, 0.72092], [3.48845, -2.32241, 1.86691], [4.52414, 0.18373, 1.67628], [4.87386, -0.51999, 2.42791], [5.38112, 0.53086, 1.10228], [4.09115, 1.04460, 2.18615], [3.32218, 1.59620, -0.69937], [2.46030, 2.06837, -1.17080], [3.60596, 2.17818, 0.17752], [4.47871, 1.56238, -1.70114], [4.18676, 1.00498, -2.58773], [5.35460, 1.08285, -1.27002], [4.74930, 2.57321, -1.99641], [-6.14055, -3.10031, -0.90303], [-5.17951, -2.16526, -2.05513], [-6.05325, -1.33805, -0.75531]]
}